Entry 1:
Computed, not measured: a molecular structure, C71H88I2OP, with the ωB97M-V functional and the def2-TZVPD basis.

```
163
Properties=species:S:1:pos:R:3
C 6.54860 1.52285 -0.36364
C 6.88023 0.94227 -1.73834
C 7.11444 -0.56804 -1.73719
C 6.08260 -1.36806 -0.95264
C 4.64779 -1.26083 -1.51098
C 3.60815 -1.59035 -0.43669
P 1.95920 -2.42582 -1.12071
C 0.73572 -1.44592 0.00017
C -0.25810 -0.32588 -0.27555
C -0.77050 0.31258 0.87801
C -1.66174 1.37205 0.81186
C -2.11728 1.84380 -0.41304
C -1.65258 1.21995 -1.56988
C -0.75288 0.16156 -1.48499
C 2.12922 -3.68906 0.38659
C 3.00707 -4.89308 0.11978
C 3.92252 -5.21043 1.31100
O 2.14724 -6.02879 -0.09450
C 1.98249 -1.09842 -2.65674
I 2.01728 -1.87564 -4.65419
C 2.10914 0.22007 -2.57430
C 2.25641 1.03931 -1.33030
I 2.19943 1.57688 -4.24677
C 0.52508 -3.53942 -1.87893
C 1.03985 -4.68057 -2.76668
C -0.73018 -2.87784 -2.46126
C -1.74508 -3.91607 -3.01555
H 5.48886 1.47364 -0.13473
H 7.13392 1.07122 0.43364
H 6.80380 2.58330 -0.36174
H 6.05551 1.18421 -2.40642
H 7.76358 1.44366 -2.12963
H 7.16002 -0.92815 -2.76533
H 8.09838 -0.74864 -1.29561
H 6.04658 -0.99161 0.07116
H 6.39275 -2.41104 -0.87609
H 4.55547 -0.24197 -1.87301
H 4.56474 -1.97284 -2.33264
H 4.12563 -2.34317 0.16010
H 3.46658 -0.74360 0.23904
H 2.89138 -3.17566 -1.95672
H 1.32304 -1.13250 0.86363
H 0.11400 -2.23663 0.42845
H -0.46258 -0.01983 1.85997
H -2.00670 1.84075 1.72321
H -2.79226 2.68146 -0.50407
H -1.96219 1.54876 -2.54915
H -0.39726 -0.27284 -2.40123
H 1.16787 -4.10834 0.69546
H 2.46541 -3.16553 1.28154
H 3.66360 -4.73987 -0.74131
H 4.59230 -4.36109 1.43631
H 4.51084 -6.10383 1.10811
H 3.30314 -5.35639 2.19082
H 2.60690 -6.65297 -0.65865
H 1.70117 1.96959 -1.43102
H 3.29988 1.34409 -1.22571
H 1.94807 0.57348 -0.40644
H 0.09540 -4.07557 -1.03146
H 2.09181 -4.89638 -2.60343
H 0.86908 -4.50196 -3.82359
H 0.50200 -5.60329 -2.54511
H -0.57638 -2.17815 -3.28026
H -1.29655 -2.36897 -1.68698
H -1.51279 -4.20673 -4.03489
H -1.78537 -4.78737 -2.36564
H -2.74312 -3.47653 -2.99211
C -6.30433 4.13940 3.68447
C -5.65450 3.84666 2.49365
C -4.27798 3.99451 2.39874
C -3.55006 4.42752 3.49808
C -4.19925 4.71790 4.69007
C -5.57678 4.57725 4.78236
H -7.37918 4.02453 3.75676
H -6.22152 3.50096 1.63825
H -3.77056 3.77052 1.46937
H -2.47584 4.53763 3.42466
H -3.63077 5.05377 5.54788
H -6.08363 4.80787 5.71126
C 5.57946 -9.05125 -0.00838
C 6.15717 -9.94862 0.87844
C 7.51385 -9.86910 1.16128
C 8.29073 -8.88732 0.56273
C 7.71202 -7.98750 -0.32185
C 6.35755 -8.07177 -0.61071
H 4.52148 -9.11419 -0.22993
H 5.54933 -10.71011 1.34997
H 7.96538 -10.57181 1.84993
H 9.34771 -8.82194 0.78708
H 8.31664 -7.21910 -0.78618
H 5.90706 -7.37218 -1.30377
C 1.97867 7.62390 -4.89746
C 1.28976 8.02333 -3.76047
C 0.91540 7.08221 -2.81115
C 1.23578 5.74417 -2.99638
C 1.92686 5.34428 -4.13090
C 2.29583 6.28434 -5.08369
H 2.26765 8.35909 -5.63943
H 1.04435 9.06795 -3.61460
H 0.37326 7.39178 -1.92648
H 0.94654 5.00784 -2.25673
H 2.17096 4.29442 -4.26129
H 2.83215 5.97229 -5.97167
C 4.72326 -11.02292 -5.79208
C 4.67279 -11.02884 -4.40509
C 5.56452 -10.25578 -3.67464
C 6.50199 -9.47140 -4.33106
C 6.55079 -9.46296 -5.71802
C 5.66342 -10.24093 -6.44856
H 4.02808 -11.62609 -6.36197
H 3.93706 -11.63543 -3.89272
H 5.53038 -10.26213 -2.59282
H 7.19325 -8.86571 -3.75881
H 7.27978 -8.84813 -6.23000
H 5.70282 -10.23579 -7.53032
C -11.04081 3.98470 -0.61429
C -10.38838 3.68767 -1.80283
C -9.01100 3.83114 -1.89396
C -8.28481 4.26600 -0.79419
C -8.93684 4.56007 0.39498
C -10.31501 4.42250 0.48462
H -12.11536 3.87407 -0.54426
H -10.95390 3.34319 -2.65901
H -8.50273 3.60320 -2.82173
H -7.20999 4.37478 -0.86389
H -8.36886 4.89749 1.25313
H -10.82335 4.65557 1.41156
C -9.60924 4.19356 8.18633
C -9.69314 4.26242 9.57040
C -8.81222 5.06735 10.27908
C -7.85028 5.80651 9.60424
C -7.76828 5.73907 8.22075
C -8.64608 4.93048 7.51220
H -10.29455 3.56424 7.63230
H -10.44463 3.68927 10.09784
H -8.87514 5.11803 11.35867
H -7.16486 6.43585 10.15699
H -7.01969 6.31726 7.69405
H -8.57928 4.87509 6.43294
C 4.59921 7.99877 -7.90520
C 5.31761 7.92386 -9.09033
C 6.68243 8.17520 -9.09120
C 7.32976 8.49485 -7.90568
C 6.61152 8.56677 -6.72034
C 5.24549 8.32193 -6.72045
H 3.53388 7.80371 -7.90466
H 4.81352 7.66818 -10.01343
H 7.24235 8.12029 -10.01599
H 8.39524 8.68604 -7.90562
H 7.11639 8.81273 -5.79518
H 4.68379 8.38080 -5.79725
C -10.02032 -0.42093 9.61981
C -9.96485 -1.44249 10.55785
C -9.26747 -1.25839 11.74367
C -8.63066 -0.05069 11.99422
C -8.68824 0.97150 11.05712
C -9.38078 0.78550 9.86952
H -10.56148 -0.56520 8.69352
H -10.46433 -2.38304 10.36427
H -9.21917 -2.05710 12.47262
H -8.08809 0.09306 12.91977
H -8.19211 1.91471 11.24953
H -9.41787 1.57964 9.13800
```

* total charge: -1
* E_HOMO: -0.160 hartree
* E_LUMO: 1.73 eV
* E_tot: -102589.5745 eV
* spin multiplicity: 1

***

Entry 2:
Computed, not measured: 4 unconnected molecules or ions with the total composition C37H74BF3N3O13, with the ωB97M-V functional and the def2-TZVPD basis.

```
131
Properties=species:S:1:pos:R:3
C 3.70373 -7.20999 2.23013
C 3.24832 -5.77015 2.44391
O 4.14216 -5.00859 3.22413
C 5.11355 -4.28978 2.49928
C 4.77930 -2.80999 2.42948
O 3.39046 -2.68312 2.12227
C 2.82919 -1.40536 2.30742
C 2.00395 -1.01239 1.06293
C 1.20683 -2.26967 0.70888
B 0.29021 -2.87528 1.86148
O -0.36181 -2.10793 2.78924
O 0.08100 -4.22270 1.91023
C 1.07182 0.17268 1.40241
C -0.29842 0.24676 0.69586
C -0.43302 0.29262 -0.82509
C -1.88615 0.61215 -1.18542
C -2.82034 -0.55970 -0.89125
O -3.57343 -0.23287 0.29267
C -4.40561 -1.22920 0.71079
C -4.33923 -1.50191 2.17908
O -5.14947 -1.80964 -0.04595
C 1.75494 1.56803 1.45859
C 1.53342 2.19176 2.84440
C 0.09701 2.37297 3.33810
C 0.16816 2.39985 4.89350
C -0.56859 3.64928 2.85236
O 1.19210 2.40540 0.38248
C 1.38614 3.68338 0.50000
N 1.60062 4.81981 0.62949
C 3.27793 1.51174 1.26549
C 3.81369 0.54891 0.19835
C 5.32014 0.36005 0.38535
F 5.78148 -0.67313 -0.33439
F 5.91415 1.47926 -0.04655
F 5.68221 0.16982 1.65913
N 3.03427 -0.72203 -0.01143
C 2.55012 -0.77311 -1.41254
C 3.67212 -1.04503 -2.38343
N 4.13775 -2.22262 -2.39436
H 3.34049 -7.54928 1.26120
H 3.26509 -7.87181 2.96707
H 4.78453 -7.29638 2.20600
H 3.04599 -5.29269 1.48048
H 2.29914 -5.77786 2.97750
H 6.07674 -4.43216 2.98432
H 5.19481 -4.69947 1.49135
H 5.03738 -2.30276 3.35605
H 5.35086 -2.40347 1.59280
H 3.63511 -0.69891 2.50948
H 2.18977 -1.36201 3.18706
H 0.55297 -2.08863 -0.14117
H 1.87934 -3.05671 0.37789
H -0.47364 -2.59830 3.61127
H 0.78993 -4.71015 1.48065
H 0.82552 -0.02061 2.43965
H -0.75851 1.16727 1.04298
H -0.95766 -0.52958 1.07199
H -0.20179 -0.64083 -1.33384
H 0.17425 1.06774 -1.28254
H -2.21832 1.43912 -0.56151
H -1.97144 0.89315 -2.22826
H -3.48598 -0.77670 -1.71847
H -2.22476 -1.44072 -0.64745
H -5.04731 -0.84504 2.68028
H -4.61078 -2.53501 2.34852
H -3.34254 -1.29169 2.55433
H 2.11661 3.10737 2.94303
H 2.00122 1.47481 3.51989
H -0.50791 1.50153 3.10518
H 1.10199 2.86493 5.19861
H 0.09313 1.39689 5.30121
H -0.64224 3.01051 5.27426
H -0.76712 3.60375 1.78184
H 0.03807 4.52735 3.05176
H -1.54054 3.77531 3.31915
H 3.66228 2.49235 0.99031
H 3.70289 1.30932 2.24096
H 3.74779 1.09630 -0.72993
H 3.69120 -1.51390 0.04542
H 1.83161 -1.56195 -1.57896
H 2.07237 0.15299 -1.70955
H 4.02266 -0.22495 -2.99686
H 4.87975 -2.32080 -3.08570
C 0.66320 -0.86720 -4.64385
O -0.68476 -1.01002 -4.24143
C -1.58219 -0.21170 -5.00883
C -2.32050 -1.03543 -6.03667
O -1.44273 -1.50724 -7.04347
C -1.11153 -2.87817 -6.91218
H 1.24813 -1.61543 -4.10528
H 0.78849 -1.02934 -5.71666
H 1.03920 0.13116 -4.37916
H -1.04339 0.60399 -5.49953
H -2.30751 0.22696 -4.31684
H -3.06932 -0.40181 -6.52104
H -2.84121 -1.86698 -5.55307
H -1.98089 -3.50956 -7.11954
H -0.73072 -3.10729 -5.91278
H -0.33866 -3.09812 -7.64582
C 3.78025 2.66018 -4.95172
O 2.91255 2.49178 -3.83576
C 3.12986 3.45111 -2.80930
C 2.09689 4.54103 -2.79461
O 2.22296 5.38375 -3.92060
C 1.24114 5.15778 -4.91806
H 3.44491 1.97936 -5.73261
H 3.74169 3.68158 -5.33215
H 4.81343 2.41308 -4.68239
H 4.13107 3.88383 -2.88764
H 3.05974 2.92386 -1.85399
H 2.26434 5.14904 -1.90275
H 1.08921 4.11453 -2.73150
H 0.25344 5.47194 -4.56685
H 1.20202 4.10534 -5.21500
H 1.51134 5.75918 -5.78279
C -10.47911 1.87754 3.40880
O -9.29254 2.63231 3.58074
C -8.34625 2.01358 4.43325
C -7.21741 1.38946 3.64593
O -7.65866 0.27552 2.88595
C -7.82241 0.56396 1.50754
H -11.06901 2.36986 2.63844
H -10.26242 0.85428 3.09165
H -11.06151 1.85387 4.33553
H -8.82562 1.25921 5.06393
H -7.93467 2.79046 5.08582
H -6.45630 1.02767 4.34668
H -6.75507 2.14019 2.99726
H -6.84769 0.73571 1.03600
H -8.45846 1.43825 1.35051
H -8.28699 -0.30169 1.04048
```

* total charge: +1
* E_HOMO: -0.388 hartree
* E_LUMO: -2.52 eV
* E_tot: -79477.2805 eV
* spin multiplicity: 1

***

Entry 3:
Computed, not measured: C20H30N2O5 in the gas phase, with the ωB97M-V functional and the def2-TZVPD basis.

```
57
Properties=species:S:1:pos:R:3
C 7.12042 3.51007 -0.30797
H 8.14131 3.79373 -0.54868
H 6.42905 3.87914 -1.06765
H 6.82694 3.91607 0.66217
O 7.10121 2.08776 -0.27424
C 5.91687 1.52172 -0.02364
O 4.90916 2.13751 0.19394
C 6.03396 0.00625 -0.05232
N 4.79216 -0.63375 0.29887
C 4.07130 -1.21439 -0.69598
O 4.52623 -1.34389 -1.82001
C 2.70352 -1.69814 -0.35261
C 2.34055 -3.00289 -0.64749
C 1.05121 -3.43583 -0.39655
C 0.08905 -2.58260 0.12997
C 0.43593 -1.23908 0.38464
C 1.74157 -0.82807 0.14282
H 1.98118 0.20540 0.33790
O -0.37151 -0.28399 0.92212
C -1.76654 -0.25249 0.64477
C -2.31758 0.99141 1.33672
C -3.80220 1.14627 1.01768
N -3.97659 1.27191 -0.41489
C -3.54653 0.06070 -1.08008
C -2.05130 -0.14609 -0.85297
H -1.71920 -1.04770 -1.36977
H -1.50146 0.70726 -1.25315
H -3.73985 0.15995 -2.15101
H -4.08821 -0.83197 -0.71417
C -5.26319 1.78798 -0.85945
C -6.48488 1.01789 -0.33840
H -6.57968 1.12855 0.73918
H -7.38823 1.40364 -0.80383
H -6.40197 -0.04030 -0.57615
C -5.38157 3.27445 -0.51673
H -6.20230 3.71753 -1.07496
H -5.57427 3.42401 0.54245
H -4.45999 3.78544 -0.78017
H -5.24894 1.70328 -1.95328
H -4.18129 2.04561 1.50277
H -4.34619 0.27387 1.42435
H -1.77215 1.86169 0.97191
H -2.16652 0.91349 2.41375
H -2.25449 -1.14663 1.05221
O -1.18989 -2.98233 0.42060
C -1.58325 -4.29102 0.08850
H -1.48145 -4.48388 -0.98422
H -1.01454 -5.03876 0.65039
H -2.63413 -4.35778 0.36736
H 0.80087 -4.46203 -0.61255
H 3.06792 -3.68070 -1.06563
C 4.39218 -0.54141 1.68104
H 4.08468 0.47610 1.93213
H 3.56799 -1.22164 1.87802
H 5.23920 -0.81815 2.31454
H 6.27997 -0.29900 -1.07600
H 6.84548 -0.30421 0.61377
```

* total charge: 0
* E_HOMO: -0.302 hartree
* E_LUMO: 0.74 eV
* E_tot: -34444.5224 eV
* spin multiplicity: 1

***

Entry 4:
Computed, not measured: 2 unconnected molecules or ions with the total composition C21H15N2O4, with the ωB97M-V functional and the def2-TZVPD basis.

```
42
Properties=species:S:1:pos:R:3
N 1.74470 1.66212 0.86685
C 1.80351 3.04426 0.77783
N 3.08535 3.51885 0.86156
C 3.87068 2.39975 0.95961
C 5.30738 2.44016 1.13275
O 6.05670 3.39277 1.20115
C 3.00681 1.22182 0.91938
H 0.95349 3.68621 0.66233
H 5.73382 1.40524 1.20295
H 3.35334 0.19175 0.92801
C -1.08825 -4.80996 3.34453
O -1.18561 -3.47589 3.88204
C -0.69159 -2.49337 3.07155
C -0.24750 -2.75742 1.75746
C 0.09856 -1.72007 0.91463
C -0.13749 -0.38957 1.33378
C -0.07213 0.74759 0.45015
C -0.50837 0.66725 -0.83632
C -0.32896 1.80412 -1.79533
O 0.38749 2.79476 -1.64843
C -1.20859 1.46393 -2.95134
C -1.85199 0.24534 -2.73489
C -2.63240 -0.36244 -3.70830
C -2.82125 0.33700 -4.90649
C -2.18706 1.56941 -5.13792
C -1.33970 2.12782 -4.16885
C -1.46689 -0.33242 -1.42661
O -1.90122 -1.40729 -0.99661
C -0.53752 -0.11827 2.65935
C -0.83947 -1.15931 3.51564
H -1.46989 -5.43958 4.13937
H -1.68704 -4.91412 2.42932
H -0.04963 -5.06273 3.11945
H -0.18722 -3.78136 1.39302
H 0.54077 -1.93918 -0.05274
H -0.07199 1.78418 0.91622
H -3.04532 -1.33744 -3.47672
H -3.46199 -0.10715 -5.66387
H -2.34066 2.08967 -6.08451
H -0.78571 3.04356 -4.32165
H -0.64029 0.92995 2.94336
H -1.15685 -0.95994 4.52832
```

* total charge: -1
* E_HOMO: -0.170 hartree
* E_LUMO: 2.57 eV
* E_tot: -33189.8563 eV
* spin multiplicity: 1